No. 1
Molecular formula: C16H44BFIN10O21P
Method: DFT, ωB97M-V with the def2-TZVPD basis set

CARTESIAN COORDINATES (ANGSTROEM)
I 2.772 1.247 -3.658
P -0.840 -2.157 -1.986
F -2.983 2.051 -3.528
O -2.099 -3.847 -8.151
O 1.958 -2.782 -5.549
O 0.228 4.176 4.444
O -2.545 5.967 3.037
O -0.739 1.427 1.825
O 5.616 2.360 -7.999
O -2.475 -5.586 -6.936
O -0.868 6.992 2.156
O -7.128 -1.901 0.314
O 0.269 -1.008 6.024
O 4.029 -0.854 9.260
O 1.479 -3.030 1.296
O 1.425 -4.763 0.016
O -1.603 0.026 6.281
O -1.995 -2.521 -3.210
O -5.216 -1.783 1.300
O 1.330 3.912 6.276
O 2.113 0.119 9.418
O 1.183 2.047 2.603
O 3.698 1.748 -8.766
O 0.390 -1.490 -4.828
N -2.790 -4.520 -7.413
N 1.353 -4.222 1.093
N 0.899 -2.207 -5.664
N 1.226 4.265 5.120
N 3.292 0.094 9.124
N -1.532 6.000 2.377
N -0.572 -0.447 6.703
N 4.641 1.643 -8.012
N 0.207 1.319 2.580
N -5.923 -1.782 0.316
C -1.016 0.680 -3.160
C 2.043 2.388 -1.981
C -0.318 -0.328 8.161
C 0.946 0.094 -1.155
C -1.067 4.718 1.793
C 1.086 -5.093 2.266
C 3.866 1.337 8.550
C -1.642 -2.296 -0.284
C -4.135 -3.995 -7.062
C -5.245 -1.623 -0.996
C 2.421 4.854 4.468
C -2.136 1.558 -2.513
C 0.147 -2.388 -6.932
C 4.603 0.544 -7.015
C 1.119 1.635 -0.956
C 0.180 0.206 3.563
B -0.283 -0.317 -2.131
H 3.316 1.561 7.638
H 0.711 -3.049 -7.582
H 3.679 -0.012 -7.143
H -0.155 4.898 1.232
H 0.630 -0.791 8.386
H 1.884 -0.451 -1.408
H -0.825 -2.516 0.446
H -4.549 -2.450 -1.107
H 0.221 0.648 4.549
H -0.813 -2.822 -6.682
H -0.884 4.032 2.610
H -1.664 2.468 -2.077
H 3.236 4.871 5.185
H 1.575 1.779 0.057
H 5.465 -0.094 -7.198
H 1.897 -5.815 2.329
H 2.919 2.823 -1.445
H 4.650 0.995 -6.026
H -1.129 -0.837 8.676
H -4.868 -4.722 -7.403
H -0.299 0.731 8.405
H -2.424 -3.082 -0.222
H 1.048 -4.475 3.158
H -0.739 -0.355 3.430
H -4.724 -0.669 -0.982
H -2.757 1.032 -1.759
H -2.033 -1.292 0.002
H 1.489 3.274 -2.375
H -5.995 -1.641 -1.781
H 0.028 -1.407 -7.386
H 0.638 -0.320 -0.151
H -1.857 4.352 1.141
H -0.338 1.352 -3.732
H 4.917 1.169 8.338
H -1.517 -3.128 -3.780
H -4.168 -3.880 -5.981
H 0.132 -5.587 2.096
H 2.668 4.228 3.613
H 1.048 -0.420 3.372
H 0.132 2.154 -0.893
H 3.740 2.126 9.287
H -4.276 -3.040 -7.558
H -1.534 0.034 -3.917
H 2.159 5.862 4.155

Forces on the atoms, in the same order (eV/Å):
-0.0805 0.3503 0.3204
0.5175 -0.7319 -0.2882
0.1495 -0.3930 0.4265
-0.0085 -0.0595 -0.1332
0.1302 0.0472 0.1122
-0.1508 -0.0284 0.2027
-0.0989 0.0592 0.0686
0.2326 0.2615 -0.0819
0.1102 0.0856 -0.0109
0.1072 -0.0702 0.0559
0.0615 0.1771 0.0637
-0.1262 -0.0288 0.0720
0.0186 -0.2050 0.1146
-0.0461 -0.1437 0.0356
0.0028 0.1743 -0.0214
0.0092 0.0172 -0.0614
-0.0314 -0.0047 -0.2011
0.1377 0.6811 1.2069
0.0917 -0.0178 0.1167
-0.0579 -0.1701 0.1046
0.2534 0.1153 0.2492
-0.1254 0.1057 -0.1775
-0.0897 0.0575 -0.1204
-0.0061 0.0884 0.0778
-0.2045 0.0116 -0.0615
0.0184 -0.0730 0.0381
0.1036 -0.0662 -0.2343
0.2380 0.0784 -0.0062
0.2763 0.0730 -0.0222
0.1239 -0.1426 -0.0750
-0.0898 -0.0451 0.3790
-0.0811 -0.0791 0.0431
-0.0897 -0.3391 0.0827
-0.0509 0.0253 -0.1151
-0.7717 -0.2749 -0.3809
-0.5300 1.0637 0.8765
-0.0755 -0.1779 0.0507
-1.2581 -0.1007 0.4058
0.0659 -0.1881 -0.3353
-0.0526 0.0009 0.3501
0.2308 0.1714 -0.1334
0.0050 0.9304 0.0444
-0.2286 0.2623 -0.0407
-0.0255 0.0068 -0.3386
0.3328 0.1146 -0.0095
1.0288 0.3261 -0.3271
0.1764 -0.0372 -0.1938
-0.1419 -0.2743 0.1435
0.6885 -0.2530 0.3691
-0.1149 -0.1185 -0.1815
0.0925 0.4697 0.0550
-0.0823 0.0655 0.1226
-0.0187 -0.0056 0.1079
0.0374 0.0831 -0.0517
-0.0518 0.0677 0.0701
-0.1135 -0.0706 -0.1249
-0.6014 0.5017 0.1392
-0.5537 -0.0145 -0.7046
0.0717 0.1239 0.0311
0.1050 0.1099 -0.1373
0.0314 0.1660 0.0198
-0.1634 0.0075 -0.0983
-0.4820 -0.6744 0.0321
-0.1094 -0.0228 0.0184
-0.2915 0.0168 -0.8171
0.0319 0.1104 0.0775
-0.0988 -0.0393 -0.0955
-0.4607 -0.6373 -0.6538
0.1517 -0.0033 -0.0840
-0.0776 0.1465 -0.0773
0.0608 -0.0400 0.1246
-0.0982 -0.0525 -0.0129
0.5622 0.5429 -0.1221
0.0149 0.0243 -0.1005
0.0160 0.1222 0.0050
0.0831 -0.1013 0.0534
0.2914 0.2478 -0.4750
-0.1680 -0.9418 0.0401
0.5068 -0.8634 -0.0950
-0.0171 0.0009 0.1151
-0.1176 -0.0177 0.1092
0.3631 0.2071 -0.6838
-0.0239 -0.0195 0.1164
-0.3011 -0.3900 0.4818
-0.0766 -0.0852 0.0513
-0.0363 -0.0964 -0.0068
-0.0191 -0.1252 -0.0369
0.1045 -0.0633 -0.0685
-0.1429 0.0636 -0.0304
0.0388 0.1142 0.0779
0.6911 -0.5323 -0.2148
-0.1285 -0.0159 -0.0832
0.0884 -0.0689 -0.0003
0.3708 0.5215 0.5605
-0.0536 -0.0942 -0.0936

Summary:
E_LUMO	-0.3	eV
orbital gap	7.69	eV
DFT total energy	-95958.6725	eV
strongest force on any atom	1.5	eV Å⁻¹
SMILES	CP(O)B(CCF)CCCI.C[N+](=O)[O-].C[N+](=O)[O-].C[N+](=O)[O-].C[N+](=O)[O-].C[N+](=O)[O-].C[N+](=O)[O-].C[N+](=O)[O-].C[N+](=O)[O-].C[N+](=O)[O-].C[N+](=O)[O-]

Here are the Mulliken charges for atoms 1 to 2, given in e:
1. I 0.0594
2. P 0.2709


No. 2
Molecular formula: C21H27N3O5PtSSi2
Method: DFT, ωB97M-V with the def2-TZVPD basis set

CARTESIAN COORDINATES (ANGSTROEM)
Pt -0.305 0.734 -0.606
S -2.657 -1.863 0.414
Si 0.862 2.675 -0.853
Si -0.562 1.400 1.558
O 0.975 -2.154 0.134
O -3.449 -2.249 -0.741
O -1.419 -3.422 -2.449
O 0.406 1.623 -3.344
O -3.341 -1.014 1.357
N -1.182 -1.344 0.047
N -1.095 -2.120 -2.886
N 0.178 0.449 -2.826
C -2.896 -4.335 1.849
C 0.845 3.348 3.271
C 0.618 2.833 1.990
C -2.213 -5.429 2.366
C 1.197 -3.024 -3.029
C 2.639 2.496 -1.515
C -0.785 -3.458 1.074
C 1.235 3.436 0.884
C -2.148 -3.366 1.210
C -2.258 2.117 2.049
C -0.099 -4.546 1.583
C 0.037 4.158 -1.711
C 0.544 -0.594 -3.519
C 2.064 4.544 1.100
C -0.829 -5.533 2.233
C 1.676 4.441 3.471
C 2.290 5.044 2.376
C -0.218 -2.259 0.353
C 1.332 -0.446 -4.790
C 0.148 -1.947 -3.106
C -0.236 0.042 2.857
H -0.121 0.475 3.857
H 0.779 -0.820 -5.660
H -0.788 4.527 -1.095
H -3.059 1.422 1.799
H 2.273 -1.004 -4.737
H -1.079 -0.654 2.886
H 0.976 -4.602 1.467
H -3.970 -4.240 1.945
H 3.250 1.957 -0.786
H 1.542 0.611 -4.934
H 0.778 -3.953 -2.652
H 0.362 2.888 4.130
H 2.647 1.962 -2.464
H 2.942 5.900 2.522
H -0.320 -6.397 2.646
H 1.996 -2.696 -2.363
H 1.847 4.827 4.472
H -2.760 -6.210 2.881
H 3.088 3.486 -1.662
H -2.297 2.323 3.125
H -2.273 -3.241 -2.025
H 1.628 -3.199 -4.018
H 0.671 -0.520 2.618
H 0.756 4.977 -1.834
H -0.343 3.862 -2.688
H 2.549 5.025 0.254
H -2.427 3.057 1.517

Forces on the atoms, in the same order (eV/Å):
-0.0127 -0.0977 -0.0771
-0.1451 0.0124 -0.0022
0.0498 0.1718 0.0450
-0.0004 -0.0102 0.1102
0.0467 -0.0523 -0.0642
0.1138 -0.0055 -0.0762
-0.0016 0.0011 0.0422
-0.0025 0.0080 0.0184
0.0470 0.0125 0.0099
0.0644 -0.1598 -0.1786
-0.0001 0.1097 0.0315
-0.0558 -0.0786 -0.0446
0.0029 -0.0087 -0.0025
0.0032 0.0000 0.0058
0.0108 -0.0186 0.0022
-0.0047 0.0047 0.0010
0.0126 0.0189 0.0288
-0.0239 -0.0233 -0.0266
0.0271 -0.0070 -0.0136
0.0012 0.0350 -0.0173
-0.0412 0.0037 0.0487
0.0046 -0.0015 -0.0147
-0.0016 -0.0152 -0.0141
0.0144 0.0011 -0.0110
0.0922 0.1338 -0.0208
0.0013 -0.0097 0.0012
0.0074 -0.0004 0.0005
-0.0005 0.0050 -0.0119
-0.0063 -0.0061 0.0080
-0.0348 0.1102 0.0546
-0.0555 -0.0178 -0.0264
-0.0018 -0.1162 0.1414
-0.0224 0.0271 0.0403
-0.0033 -0.0107 0.0028
-0.0064 0.0173 -0.0012
-0.0154 -0.0063 -0.0085
-0.0158 -0.0131 -0.0009
-0.0003 -0.0155 -0.0053
0.0044 0.0012 0.0008
0.0005 0.0024 0.0040
0.0015 -0.0006 -0.0009
-0.0017 -0.0200 -0.0062
0.0107 -0.0004 0.0013
-0.0095 -0.0132 0.0049
0.0063 -0.0029 -0.0017
-0.0028 0.0108 -0.0003
-0.0012 -0.0006 0.0002
0.0000 0.0015 -0.0001
-0.0042 0.0226 0.0221
0.0025 -0.0013 -0.0006
0.0015 -0.0001 -0.0024
0.0036 -0.0016 0.0023
0.0171 0.0085 -0.0051
-0.0496 -0.0036 0.0085
-0.0222 -0.0043 0.0014
0.0040 0.0097 -0.0100
-0.0047 0.0099 0.0083
0.0126 -0.0079 0.0064
-0.0020 0.0018 0.0002
-0.0139 -0.0101 -0.0076

Summary:
E_LUMO	4.4	eV
orbital gap	5.99	eV
DFT total energy	-66761.6372	eV
charge	-2
strongest force on any atom	0.2	eV Å⁻¹

Here are the Mulliken charges for atoms 1 to 2, given in e:
1. Pt 0.0131
2. S 0.9462


No. 3
Molecular formula: C7H39NO13
Method: DFT, ωB97M-V with the def2-TZVPD basis set

CARTESIAN COORDINATES (ANGSTROEM)
O 0.128 -0.698 -2.515
O -2.726 -4.090 1.241
O -1.637 1.854 1.923
O -1.496 -3.583 -2.717
O -2.799 2.369 -0.744
O 2.772 -1.249 -2.964
O 1.241 3.940 -1.496
O 1.312 -2.959 -1.035
O 3.465 0.875 -1.456
O -0.478 1.898 -2.023
O 0.872 2.550 2.293
O 2.594 2.705 0.246
O -0.978 4.120 0.014
N 0.433 0.414 0.402
C -2.037 -1.045 1.046
C -0.778 -1.157 1.746
C 0.404 -0.481 1.473
C -0.634 -2.224 2.931
C 2.748 -1.006 1.422
C 1.633 -0.819 2.132
C -2.326 -1.670 -0.359
H 2.019 -3.376 -0.960
H 3.299 1.382 -2.197
H -0.636 3.381 0.558
H 0.723 3.260 -1.902
H 1.665 -0.972 3.291
H -2.710 2.015 0.103
H 1.513 2.564 1.594
H 1.352 2.799 3.027
H -0.467 1.533 -2.859
H -1.491 -2.071 3.567
H 2.862 -1.005 0.274
H 1.231 1.016 0.179
H -2.609 3.287 -0.757
H -2.418 2.255 2.207
H 0.379 4.164 -0.964
H -2.828 -4.335 0.314
H 3.238 -0.022 -1.728
H -3.383 -1.371 -0.526
H -1.469 -3.171 -3.589
H -0.780 1.633 2.562
H -1.974 -0.959 -1.187
H -3.010 -1.299 1.660
H -0.744 -3.484 -2.258
H 0.804 -2.545 -0.258
H 2.403 -1.229 -3.842
H -1.336 1.804 -1.617
H 2.128 3.286 -0.337
H 0.269 -2.383 3.606
H -0.169 -0.136 -1.786
H 0.539 -1.455 -2.078
H -0.409 1.004 0.345
H 3.620 -1.228 2.001
H -2.095 0.091 0.826
H -0.818 -3.245 2.474
H -1.959 -2.645 -0.451
H -2.672 -3.173 1.184
H 2.918 1.981 -0.356
H 2.372 -1.952 -2.368
H -1.070 4.853 0.688

Forces on the atoms, in the same order (eV/Å):
-0.3368 -0.2332 -0.2124
-0.2130 -2.5995 -0.1142
4.4017 -1.7195 0.0806
-4.8717 -1.0442 -2.6591
-1.2129 -1.3053 -2.8141
0.6915 -1.2544 1.6282
-2.2381 1.6994 1.1875
-11.6997 7.0189 -1.1275
0.7971 -1.3527 2.5232
1.1191 1.3768 2.2803
-2.5351 -0.6139 -0.7049
1.1692 -1.7888 1.2123
0.0075 1.2614 1.7366
-0.5219 0.8451 -0.9736
-3.0619 2.4182 -0.8873
4.4266 -1.5321 2.7199
-3.2712 -0.4782 -0.7733
-0.6637 -1.0784 -1.2030
0.2117 -0.1379 -0.9205
1.4281 -0.3149 1.4348
-0.1566 4.4332 -0.5544
9.6654 -5.8455 2.4568
-0.4774 1.6549 -2.5785
-0.3315 0.1378 0.0475
0.0703 -1.6342 -1.3695
-0.0508 0.5047 -2.4576
0.3684 -0.4480 2.2641
1.2872 -0.2081 -1.5693
1.5493 0.9212 2.6852
-0.1716 -1.3630 -2.7738
-0.3528 -0.0008 0.5011
-0.4748 0.2840 2.1522
-0.0668 -0.6565 0.6939
0.5136 1.2817 0.4879
-1.3320 0.8855 1.9287
2.1342 0.6695 -0.5350
-0.0995 -0.3349 0.1042
-0.1386 -0.0964 -0.3934
0.1009 -1.6364 0.1918
0.4638 0.0530 0.5504
-3.4108 1.4777 -2.0012
0.5712 -1.4516 1.0974
2.1360 0.5581 -0.4316
4.4878 0.8604 2.0586
1.9781 -1.2595 -1.0351
-0.5886 -0.3169 -0.0394
-1.1935 0.1907 0.0709
-0.6998 1.0850 -1.1719
-0.9801 0.8740 -1.3000
0.3796 -0.0158 0.1146
-0.1491 0.2379 -0.1181
0.5393 -0.7141 0.0327
0.6771 -0.1801 -0.1104
-0.5254 -1.8689 0.5869
0.2418 0.9777 0.5176
-0.0843 -1.2389 -0.7706
0.0390 2.3494 0.2692
-0.0314 0.5279 0.8157
0.2492 1.2051 -1.6837
0.2368 -1.0664 -1.1477

Summary:
E_LUMO	0.1	eV
orbital gap	7.66	eV
DFT total energy	-35995.6777	eV
strongest force on any atom	13.7	eV Å⁻¹

Here are the Mulliken charges for atoms 1 to 2, given in e:
1. O -0.6948
2. O -0.6930


No. 4
Molecular formula: C2H6N3S
Method: DFT, ωB97M-V with the def2-TZVPD basis set

CARTESIAN COORDINATES (ANGSTROEM)
S -0.719 1.126 -1.195
N 1.055 1.004 0.969
N -0.417 0.467 0.410
N -0.427 -1.443 -0.946
C -0.569 -0.496 -1.791
C -0.655 -1.056 0.373
H -0.569 -0.657 -2.952
H 1.133 1.905 0.395
H 0.937 1.245 2.044
H -1.739 -1.027 0.543
H 1.993 0.535 1.110
H -0.022 -1.603 1.042

Forces on the atoms, in the same order (eV/Å):
-0.2940 -0.4528 1.8354
5.5452 3.6331 5.7746
-4.0328 -2.3300 -4.1245
-0.9150 0.2044 -2.1606
0.3653 -1.6714 -2.5096
-0.4157 2.8666 -0.0519
0.0459 0.2431 2.3982
0.3375 -1.6684 1.3588
-0.2241 0.0329 -2.7596
0.0650 -1.1901 0.5539
-0.5561 0.2960 -1.1599
0.0788 0.0366 0.8451

Summary:
E_LUMO (alpha / beta)	-4.2 / -7.7	eV
orbital gap (alpha / beta)	7.17 / 7.08	eV
spin multiplicity	3
DFT total energy	-17463.2867	eV
charge	+1
strongest force on any atom	8.8	eV Å⁻¹

Here are the Mulliken charges for atoms 1 to 2, given in e:
1. S 0.0945
2. N -0.5751


No. 5
Molecular formula: C2H6INO3
Method: DFT, ωB97M-V with the def2-TZVPD basis set

CARTESIAN COORDINATES (ANGSTROEM)
I -0.562 1.951 2.223
O 0.716 0.737 1.552
O 0.003 0.166 -1.589
O 0.484 -1.541 -0.386
N -0.384 -0.545 -0.568
C -0.487 1.575 -1.565
C 0.404 -1.958 1.042
H -0.917 1.791 -0.573
H 0.676 -1.004 1.553
H -0.476 -2.454 1.216
H 0.534 2.140 -1.692
H -1.245 1.786 -2.395
H 1.254 -2.646 1.181

Forces on the atoms, in the same order (eV/Å):
-0.6551 0.5507 0.4221
0.4201 -0.5700 -1.0838
-0.1691 -0.9619 0.5970
-1.6435 1.9033 -0.6873
2.1106 0.0613 0.7235
0.8595 0.9305 -0.3859
3.4565 0.7944 -0.6293
0.2621 -0.1768 -0.4537
-0.9647 -0.3074 0.2391
-2.3205 -0.7508 0.5717
-2.2569 -0.9256 0.1507
1.3341 -0.6505 1.0297
-0.4331 0.1029 -0.4937

Summary:
E_LUMO (alpha / beta)	-2.1 / -2.1	eV
orbital gap (alpha / beta)	5.32 / 5.27	eV
DFT total energy	-17896.5918	eV
strongest force on any atom	3.6	eV Å⁻¹

Here are the Mulliken charges for atoms 1 to 2, given in e:
1. I 0.0844
2. O -0.7743


No. 6
Molecular formula: C19H24N2O3
Method: DFT, ωB97M-V with the def2-TZVPD basis set

CARTESIAN COORDINATES (ANGSTROEM)
O -3.274 -1.142 -0.137
O 0.320 0.285 -2.401
O -1.707 -1.462 2.013
N -1.246 1.390 -1.249
N -1.073 -1.452 -0.653
C 0.142 -4.783 0.345
C 0.029 1.232 -1.674
C 2.819 2.674 0.414
C -2.267 -0.818 -0.723
C 2.985 0.778 -0.945
C -0.124 -3.653 -0.407
C 3.463 2.031 -1.685
C -0.920 -3.755 2.238
C 2.133 2.486 -2.328
C 1.090 2.210 -1.225
C -0.275 -4.836 1.661
C 3.709 2.962 -0.526
C -1.580 1.883 1.157
C -1.167 -2.602 1.503
C 1.963 1.549 -0.108
C -2.253 -1.498 3.307
C -0.795 -2.573 0.147
C -2.213 0.389 -1.672
C -1.728 2.360 -0.286
H 3.761 0.315 -0.337
H -3.206 0.838 -1.718
H -1.924 0.040 -2.668
H -1.480 -1.660 4.066
H 0.179 -3.599 -1.443
H 4.281 1.917 -2.391
H -0.378 -1.196 -1.350
H 0.661 -5.618 -0.100
H -2.068 2.588 1.826
H -1.214 3.313 -0.424
H 1.397 0.982 0.628
H -2.038 0.906 1.279
H 0.653 3.137 -0.858
H -1.214 -3.813 3.274
H -0.532 1.811 1.435
H 2.530 0.039 -1.601
H 2.652 3.171 1.353
H 1.921 1.876 -3.206
H -2.709 -0.521 3.462
H 4.443 3.748 -0.529
H -0.091 -5.719 2.254
H -2.787 2.528 -0.498
H 2.153 3.535 -2.620
H -3.022 -2.271 3.395

Forces on the atoms, in the same order (eV/Å):
-0.2211 -0.0666 0.0074
0.1977 -0.2754 -0.2072
0.3336 -0.2041 -0.2813
-0.2361 -0.1031 -0.2730
0.5384 -0.1580 0.0175
0.0782 -0.0926 0.0530
-0.0392 0.4043 -0.0181
0.0372 -0.0532 0.2197
-0.2567 0.3717 -0.4541
0.1020 -0.2363 -0.0626
-0.1085 0.1166 0.1291
0.1445 -0.0586 -0.1539
-0.1382 0.1774 0.1267
-0.0237 0.0841 -0.3302
-0.2430 0.0123 -0.0621
0.0554 -0.0564 -0.0760
0.2123 -0.0347 0.0193
-0.0905 0.1041 -0.2120
0.0698 0.0514 -0.1016
-0.1055 -0.1698 0.2029
-0.0434 -0.0094 0.2005
-0.2054 -0.1184 0.2508
-0.1022 -0.2147 -0.0987
0.0831 0.3005 0.4372
0.0245 0.0525 0.0616
0.1079 -0.0898 0.0781
-0.0973 0.0523 0.1267
-0.0562 -0.0097 -0.0256
-0.0172 0.0080 -0.1269
0.0132 -0.0193 -0.0145
-0.1318 0.1127 0.0767
0.0417 -0.0735 -0.0429
-0.0419 0.0711 0.1215
-0.1229 -0.0831 -0.0346
-0.0163 -0.0087 0.0265
-0.0318 -0.0905 0.0810
-0.0003 -0.0976 0.0067
-0.0391 0.0405 0.0903
0.1114 -0.0254 0.0513
-0.0062 -0.0106 -0.0428
-0.0067 0.1993 0.1586
-0.0240 0.0472 0.0033
0.0139 -0.0653 0.0344
0.0877 0.2411 0.0594
0.0147 -0.0702 0.0512
0.1299 0.0338 -0.0555
-0.0152 0.0017 -0.0117
0.0236 0.0125 -0.0061

Summary:
E_LUMO	0.8	eV
orbital gap	9.02	eV
DFT total energy	-29215.2060	eV
strongest force on any atom	0.6	eV Å⁻¹
SMILES	CCN(CC(=O)Nc1ccccc1OC)C(=O)[C@@H]1C[C@H]2C=C[C@@H]1C2

Here are the Mulliken charges for atoms 1 to 2, given in e:
1. O -0.6447
2. O -0.7811